Below is 2 unconnected molecules or ions with the total composition C3H3BrN2O3 in a non-equilibrium geometry, with properties calculated with ωB97M-V/def2-TZVPD.

Each line ends with the natural charge from an NBO analysis.
Cartesian coordinates (Å):
C: 0.7715 -0.0756 -0.7918  -0.056
H: -0.9526 -0.3310 -1.7151  0.253
Br: 2.3134 0.8361 -0.2062  0.133
H: 0.3199 0.1293 2.5741  0.289
O: -2.1227 1.3158 0.5288  -0.389
C: -0.1398 0.3355 -1.6507  -0.313
C: -0.4444 0.5712 1.8736  -0.114
O: 1.3536 -1.6107 0.8055  -0.369
N: -1.2807 0.9075 1.1748  0.227
N: 0.5556 -1.2936 -0.0575  0.466
H: 0.0056 1.2594 -2.2205  0.243
O: -0.3794 -2.0440 -0.3149  -0.371

Output
Electronic energy ... -82317.4565 eV
Gap between HOMO and LUMO ... 9.19 eV
Structure (SMILES) ... C=C(Br)[N+](=O)[O-].C#[N+][O-]
Highest occupied orbital energy ... -10.22 eV
Relative energy (zero: lowest compared OMol25 entry of this formula, charge and spin) ... 1.987 eV



Below is 2 unconnected molecules or ions with the total composition C3H3BrN2S in a non-equilibrium geometry, with properties calculated with ωB97M-V/def2-TZVPD.

Each line ends with the natural charge from an NBO analysis.
Cartesian coordinates (Å):
Br: 1.3193 -2.9066 2.5202  -0.071
N: -1.5020 0.0205 -0.2973  -0.245
H: 1.7931 -0.4989 -0.3534  0.250
C: 0.3948 1.2148 -0.2624  -0.317
H: -1.6229 2.0989 -0.2388  0.212
N: -0.4567 -0.8293 -0.2722  -0.342
C: -1.0302 1.2238 -0.3039  -0.001
H: 0.8678 2.2383 -0.0170  0.247
S: -0.5255 -2.4761 -0.4466  0.311
C: 0.7624 -0.0853 -0.3285  -0.044

Output
Electronic energy ... -87014.1115 eV
Gap between HOMO and LUMO (alpha / beta) ... 5.92 / 7.44 eV
Highest occupied orbital energy (alpha / beta) ... -9.34 / -9.84 eV
Relative energy (zero: lowest compared OMol25 entry of this formula, charge and spin) ... 2.426 eV



Below is a single C3H3BrN4O molecule in a non-equilibrium geometry, with properties calculated with ωB97M-V/def2-TZVPD.

Each line ends with the natural charge from an NBO analysis.
Cartesian coordinates (Å):
N: 3.7378 -1.3242 0.2372  -0.364
N: 0.3529 -0.1073 -0.9144  -0.388
H: -0.2216 -0.8868 -3.4006  0.218
C: 0.6384 -1.3227 -2.7773  0.014
Br: 1.5096 -2.7565 -3.6982  0.057
N: 0.0459 1.1413 0.8905  -0.813
O: 1.7553 -0.2898 1.0718  -0.454
H: 0.4045 1.9036 1.5498  0.413
N: 1.0687 -1.1051 -1.5637  -0.306
C: 2.7975 -0.7417 0.5542  0.533
H: -0.7677 1.5165 0.4470  0.406
C: 0.7528 0.1834 0.2330  0.686

Output
Electronic energy ... -81206.7511 eV
Gap between HOMO and LUMO ... 9.70 eV
Structure (SMILES) ... N#CO/C(N)=N\N=C\Br
Highest occupied orbital energy ... -9.33 eV
Relative energy (zero: lowest compared OMol25 entry of this formula, charge and spin) ... 1.139 eV



Below is a single C3H3BrO molecule in a non-equilibrium geometry, with properties calculated with ωB97M-V/def2-TZVPD.

Each line ends with the natural charge from an NBO analysis.
Cartesian coordinates (Å):
C: 1.2698 -1.6882 0.2714  -0.224
Br: -2.2752 -0.2046 -0.0085  0.000
H: -0.4269 0.7726 -1.3593  0.226
C: -0.4674 0.4415 -0.2348  0.012
C: 0.4935 -0.7888 0.1770  -0.039
O: -0.3205 1.5214 0.6028  -0.710
H: 2.0130 -2.4364 0.2751  0.238
H: -0.2863 2.3825 0.2764  0.496

Output
Electronic energy ... -75246.5002 eV
Gap between HOMO and LUMO ... 10.70 eV
Structure (SMILES) ... C#C[C@H](O)Br
Highest occupied orbital energy ... -10.14 eV
Relative energy (zero: lowest compared OMol25 entry of this formula, charge and spin) ... 2.030 eV



Below is 2 unconnected molecules or ions with the total composition C3H3BrOS in a non-equilibrium geometry, with properties calculated with ωB97M-V/def2-TZVPD.

Each line ends with the natural charge from an NBO analysis.
Cartesian coordinates (Å):
C: 0.4286 0.1683 -1.2281  0.715
C: 0.0182 1.3353 -0.9585  -0.784
O: 0.7286 -0.9535 -1.4704  -0.477
Br: 1.9765 -2.0004 2.6455  0.122
H: 0.3283 2.2104 -1.5858  0.272
H: -0.2970 1.5571 0.0125  0.272
H: -0.1004 -1.4263 1.6114  0.175
S: 0.6648 0.7132 2.0212  0.103
C: 0.6960 -0.9043 1.8762  -0.399

Output
Electronic energy ... -86082.2208 eV
Gap between HOMO and LUMO ... 8.40 eV
Structure (SMILES) ... C=C=O.S=CBr
Highest occupied orbital energy ... -9.35 eV
Relative energy (zero: lowest compared OMol25 entry of this formula, charge and spin) ... 1.305 eV



Below is a single C3H3BrS molecule in a non-equilibrium geometry, with properties calculated with ωB97M-V/def2-TZVPD.

Each line ends with the natural charge from an NBO analysis.
Cartesian coordinates (Å):
C: -0.7842 -0.2406 -0.8883  -0.224
Br: -2.5689 -2.2670 0.0458  -0.046
H: 1.2283 0.5858 1.6788  0.247
H: 1.2509 1.7642 0.3767  0.242
C: 1.1614 0.6579 0.5497  -0.700
C: 0.0245 0.1021 -0.0799  0.010
H: 1.9707 0.3004 -0.0329  0.245
S: -2.2828 -0.9028 -1.6498  0.226

Output
Electronic energy ... -84034.7749 eV
Gap between HOMO and LUMO ... 8.27 eV
Structure (SMILES) ... CC#CSBr
Highest occupied orbital energy ... -8.87 eV
Relative energy (zero: lowest compared OMol25 entry of this formula, charge and spin) ... 0.756 eV



Below is a molecular structure, C3H3CaFO3 in a non-equilibrium geometry, with properties calculated with ωB97M-V/def2-TZVPD.

Each line ends with the natural charge from an NBO analysis.
Cartesian coordinates (Å):
C: 1.1931 -0.5627 0.2030  0.963
O: 2.2711 -0.7716 0.8408  -0.842
H: -1.1178 -1.0572 -0.9870  0.217
H: -1.4348 1.4337 -1.0923  0.172
H: -1.9726 -0.9571 0.6137  0.236
Ca: 3.3355 0.5398 -0.4172  1.854
O: 1.1784 0.4053 -0.6611  -0.875
O: 0.0520 -0.9566 0.7300  -0.451
C: -1.2316 0.8855 -0.1742  0.246
C: -1.1487 -0.5790 -0.0012  -0.193
F: -1.1246 1.6199 0.9454  -0.327

Output
Electronic energy ... -30451.3380 eV
Gap between HOMO and LUMO (alpha / beta) ... 5.43 / 9.58 eV
Highest occupied orbital energy (alpha / beta) ... -10.96 / -15.13 eV
Relative energy (zero: lowest compared OMol25 entry of this formula, charge and spin) ... 0.335 eV
Total charge ... +1
2S+1 ... 2



Below is a molecular structure, C3H3CdO2 in a non-equilibrium geometry, with properties calculated with ωB97M-V/def2-TZVPD.

Each line ends with the natural charge from an NBO analysis.
Cartesian coordinates (Å):
O: -1.1439 -0.5575 -2.7615  -0.214
C: -1.6152 -0.4166 -1.7552  0.950
C: -2.2578 -0.3891 -0.4844  -0.826
Cd: 4.1160 -1.8544 -0.2413  1.971
H: -3.0772 -1.1287 -0.7958  0.377
H: -1.5552 -0.4074 0.3610  0.334
H: -2.7492 0.5877 -0.3468  0.374
O: 1.8946 -1.5757 -0.0536  -0.743
C: 0.7594 -1.5218 -0.0253  0.777

Output
Electronic energy ... -11780.1785 eV
Gap between HOMO and LUMO ... 7.37 eV
Highest occupied orbital energy ... -25.54 eV
Relative energy (zero: lowest compared OMol25 entry of this formula, charge and spin) ... 0.000 eV
Total charge ... +3



Below is a molecular structure, C3H3CdO3 in a non-equilibrium geometry, with properties calculated with ωB97M-V/def2-TZVPD.

Each line ends with the natural charge from an NBO analysis.
Cartesian coordinates (Å):
H: 1.4624 0.6652 0.6728  0.286
O: 0.0445 -0.6435 -1.9676  -0.842
H: -0.6335 -0.1092 2.1404  0.164
O: 0.8699 1.3116 -1.4049  -0.471
C: -0.2112 -0.4690 1.1821  0.493
Cd: -1.3642 -1.7617 -1.3155  1.698
C: 0.4050 0.6212 0.3695  -0.537
H: -0.0413 1.5491 0.7722  0.277
O: -0.5267 -1.5954 0.8299  -0.683
C: -0.0049 0.4316 -1.2790  0.616

Output
Electronic energy ... -13853.7044 eV
Gap between HOMO and LUMO (alpha / beta) ... 5.41 / 5.41 eV
Highest occupied orbital energy (alpha / beta) ... -13.22 / -13.22 eV
Relative energy (zero: lowest compared OMol25 entry of this formula, charge and spin) ... 2.302 eV
Total charge ... +1



Below is a molecular structure, C3H3Cl in a non-equilibrium geometry, with properties calculated with ωB97M-V/def2-TZVPD.

Each line ends with the natural charge from an NBO analysis.
Cartesian coordinates (Å):
C: -2.6937 -0.6495 -0.1366  0.103
H: -0.1621 -0.1581 -0.0651  0.199
Cl: 2.1377 -0.8865 -0.0769  0.056
H: 0.5192 1.0705 -0.7271  0.258
C: 0.8871 0.3141 0.0495  -0.506
H: 0.8434 0.7184 1.0831  0.232
C: -1.5317 -0.4089 -0.1270  -0.341

Output
Electronic energy ... -15672.5430 eV
Gap between HOMO and LUMO (alpha / beta) ... 10.70 / 7.06 eV
Highest occupied orbital energy (alpha / beta) ... -9.76 / -10.36 eV
Relative energy (zero: lowest compared OMol25 entry of this formula, charge and spin) ... 3.343 eV
2S+1 ... 3